[1]
Below is a structure of composition C19H28IO2Ru at a distorted geometry, with properties calculated with wB97M-V/def2-TZVPD.

Geometry as ORCA input:
```
! RIJCOSX wB97M-V def2-TZVPD def2/J DEFGRID3
* xyz 1 5
O 0.46945 0.11776 -3.08995
C 0.44534 1.38034 -3.82055
C 0.33925 0.69928 -5.18373
H 1.37743 1.94483 -3.67715
H -0.45098 1.96471 -3.58787
C 0.42361 -0.59771 -4.33601
H 1.21982 0.81781 -5.82476
H -0.63761 0.82208 -5.66786
C 1.69765 -1.35598 -4.64001
H 2.57902 -0.73408 -4.44681
H 1.65121 -1.63289 -5.70028
H 1.77908 -2.27516 -4.05240
C -0.81573 -1.44402 -4.38895
H -1.68746 -0.88867 -4.03374
H -0.70866 -2.33916 -3.77300
H -0.97313 -1.75899 -5.42131
Ru -0.17609 -0.37516 3.60700
C -2.04451 -0.62532 4.57419
C -2.01241 0.80292 4.72455
C -2.11393 1.39943 3.44013
H -1.94837 1.34121 5.66151
C -2.16474 0.36244 2.47416
C -2.11485 -0.91013 3.14313
H -2.26976 -1.87784 2.67611
H -2.13332 -1.35902 5.36573
H -2.13703 2.46082 3.21763
H -2.30789 0.48187 1.41111
C 1.20925 -1.82205 4.71424
C 0.23910 -2.42069 3.83744
C 0.59853 -2.05648 2.48017
H -0.59929 -3.03755 4.14476
C 1.82144 -1.29917 2.54664
C 2.19059 -1.16242 3.91274
H 3.04303 -0.62245 4.30543
H 1.19317 -1.86881 5.79533
H 0.08328 -2.37740 1.57982
H 2.34523 -0.89292 1.68999
O 1.46423 0.86299 -0.95112
C 0.22473 0.16060 -0.64344
C -0.92198 1.19578 -0.66840
H 0.28961 -0.25202 0.37274
H 0.08305 -0.67161 -1.32285
C -0.18575 2.54718 -0.74341
H -1.47848 1.22639 0.26815
H -1.60838 1.03162 -1.49728
C 1.22310 2.13082 -0.30653
H -0.60881 3.33570 -0.11337
H -0.19845 2.88415 -1.79833
H 1.18009 1.99298 0.81349
H 2.04023 2.80956 -0.57053
I 1.08710 1.88443 3.50348
*
```

Output
E_HOMO (spin up / spin down)   -10.555 / -11.429 eV
Largest force on an atom   2.2 eV/A
Kohn-Sham gap (spin up / spin down)   6.143 / 5.169 eV
Energy above the lowest of the compared OMol25 structures with the same formula, charge and spin   0.035 eV
⟨S²⟩   6.035

[2]
Below is a structure of composition C46H52BCuFN3O12P2SSb at a distorted geometry, with properties calculated with wB97M-V/def2-TZVPD.

Geometry as ORCA input:
```
! RIJCOSX wB97M-V def2-TZVPD def2/J DEFGRID3
* xyz 0 2
Cu 0.75978 -3.39279 2.30685
C 5.62288 2.86793 -0.73105
C 5.17704 2.64496 0.70814
N 3.94906 1.87001 0.78936
C 4.05685 0.51429 0.91447
C 3.02042 -0.35083 0.86433
C 3.48371 -1.82232 0.96351
O 4.69849 -2.02320 0.86710
O 2.59939 -2.70953 1.09940
C 1.69515 0.19778 0.67336
O 0.67069 -0.61968 0.43290
C 1.55621 1.60625 0.61784
C 0.29954 2.25857 0.51428
C 0.21283 3.62444 0.40578
F -1.03455 4.18339 0.36890
C 1.31705 4.44187 0.31730
C 2.58591 3.82610 0.42819
C 2.71370 2.46050 0.62081
N 1.26786 5.85852 0.11390
C 0.10694 6.42751 -0.52915
C 0.48645 7.77381 -1.11326
N 0.98602 8.64812 0.01510
C 2.15781 8.01062 0.72355
C 1.70136 6.66330 1.23793
H 6.55295 3.43827 -0.76073
H 4.86236 3.40852 -1.29661
H 5.78794 1.90713 -1.22025
H 5.03607 3.59441 1.22654
H 5.94212 2.09342 1.25262
H 5.05259 0.11845 1.05213
H -0.61358 1.70505 0.52415
H 3.45714 4.45750 0.32582
H -0.74511 6.56150 0.15734
H -0.22143 5.77352 -1.33377
H -0.36218 8.27309 -1.57833
H 1.29566 7.67076 -1.83275
H 0.22505 8.74478 0.69239
H 1.22828 9.57796 -0.32464
H 2.48632 8.67848 1.51789
H 2.95149 7.88430 -0.00967
H 0.89714 6.80727 1.98395
H 2.53085 6.16771 1.73816
C -3.13953 -2.53223 4.15201
C -1.84960 -2.90087 3.43773
O -1.45148 -4.23286 3.77998
P -0.36121 -1.91568 4.00681
O 0.14340 -2.68897 5.30088
O -0.84235 -0.59572 4.73396
O 0.70137 -1.63159 2.96146
P -2.06654 -2.96908 1.54948
O -3.44545 -2.15170 1.39893
O -2.22283 -4.38844 1.16527
O -1.02677 -2.21483 0.65932
H -2.97010 -2.55404 5.22888
H -3.90531 -3.26076 3.89063
H -3.48656 -1.54234 3.85656
H -1.75048 -4.81474 3.05394
H 0.33246 -3.61864 5.10159
H -0.99321 0.06539 4.03842
H -3.82675 -2.32942 0.53244
C -6.57810 3.40853 0.14176
C -5.71916 2.50577 -0.74174
C -6.60184 1.36087 -1.26091
C -5.21758 3.33699 -1.93058
C -4.53645 1.90335 0.02066
C -4.39905 2.02094 1.39693
C -3.35163 1.39162 2.09552
C -2.45111 0.66054 1.37053
O -1.37666 -0.04972 1.81908
B -0.75444 -0.69571 0.61078
O -1.54346 -0.18024 -0.51886
C -2.55232 0.55821 -0.01480
C -3.58321 1.15300 -0.69633
H -7.39561 3.82528 -0.45081
H -5.99651 4.23882 0.54929
H -7.02042 2.85533 0.97198
H -7.44513 1.75570 -1.83442
H -6.99396 0.77510 -0.42726
H -6.03440 0.68801 -1.90605
H -6.06235 3.79733 -2.44992
H -4.67635 2.72513 -2.65277
H -4.54764 4.12935 -1.58823
H -5.10876 2.60171 1.96940
H -3.27703 1.47176 3.17402
H -3.65253 1.02082 -1.76900
S 1.22190 -5.33212 1.73150
Sb 1.21894 -4.31410 -0.37740
C -0.40647 -5.16100 -1.45282
C -0.81050 -6.44173 -1.07878
C -1.82578 -7.08484 -1.76839
C -2.45548 -6.45015 -2.83253
C -2.05861 -5.17680 -3.20981
C -1.03092 -4.53326 -2.52574
C 1.72472 -2.64586 -1.59823
C 0.79096 -1.72396 -2.05484
C 1.20575 -0.59570 -2.74895
C 2.55538 -0.38639 -2.99395
C 3.48624 -1.32624 -2.56985
C 3.07595 -2.45399 -1.87116
C 2.75170 -5.55352 -1.20624
C 4.00852 -5.53846 -0.59590
C 5.03249 -6.33681 -1.08556
C 4.80687 -7.17039 -2.17540
C 3.55843 -7.19624 -2.77994
C 2.53303 -6.38582 -2.30145
H -0.33576 -6.92616 -0.23347
H -2.12875 -8.08237 -1.47610
H -3.25190 -6.95113 -3.36845
H -2.54199 -4.68122 -4.04253
H -0.72310 -3.55149 -2.84477
H -0.26231 -1.83562 -1.82785
H 0.46869 0.13183 -3.06481
H 2.88142 0.51008 -3.50725
H 4.54179 -1.17807 -2.75948
H 3.81996 -3.15507 -1.52512
H 4.18111 -4.89951 0.26569
H 6.00672 -6.31056 -0.61368
H 5.60375 -7.80034 -2.55082
H 3.37769 -7.84980 -3.62446
H 1.56197 -6.41696 -2.78179
*
```

Output
E_HOMO (spin up / spin down)   -4.672 / -7.242 eV
Largest force on an atom   2.1 eV/A
Kohn-Sham gap (spin up / spin down)   3.178 / 5.742 eV
Energy above the lowest of the compared OMol25 structures with the same formula, charge and spin   0.368 eV
⟨S²⟩   0.780

[3]
Below is a structure of composition C7H9N at a distorted geometry, with properties calculated with wB97M-V/def2-TZVPD.

Geometry as ORCA input:
```
! RIJCOSX wB97M-V def2-TZVPD def2/J DEFGRID3
* xyz 0 1
C -0.39224 -1.66207 -0.47613
C 0.68327 -1.36546 0.51920
C 0.13721 -0.08524 1.24435
C -1.02035 0.54132 0.48927
C -0.22120 1.76216 -0.34213
C -0.62376 -0.11939 -0.83771
C 1.14982 0.11702 0.23286
H -1.38995 -2.01239 -0.01060
H 0.02517 -2.13411 -1.29692
H 1.40551 -2.11325 0.93773
H 0.09250 0.12158 2.35844
H -1.93567 0.61407 0.96990
H 0.29887 2.33859 0.32980
H -0.95297 2.17402 -1.04188
H -1.48631 0.19739 -1.60052
H 2.20546 0.46668 0.47588
N 0.49441 0.74534 -0.87143
*
```

Output
E_HOMO   -8.828 eV
Largest force on an atom   7.0 eV/A
Kohn-Sham gap   9.937 eV
Energy above the lowest of the compared OMol25 structures with the same formula, charge and spin   4.654 eV